ORCA calculation (ωB97M-V/def2-TZVPD) on 6 unconnected molecules or ions with the total composition C44H51BO21.

Its total charge is 0. The HOMO energy is -9.577 eV.

Geometry as XYZ:
```
117
C44H51BO21 (ωB97M-V/def2-TZVPD)
O 0.94940 2.50145 -5.17654
C 1.33444 1.36170 -4.98942
C 2.29345 0.68016 -5.83987
C 2.64386 -0.58046 -5.55471
O 3.51263 -1.27699 -6.27533
C 2.07306 -1.32589 -4.37480
O 2.45113 -2.47216 -4.21325
C 1.12810 -0.63742 -3.51066
C 0.78396 0.62613 -3.79739
O -0.06577 1.33023 -3.05963
H 2.69652 1.22098 -6.68433
H 3.57304 -2.15387 -5.84628
H 0.73343 -1.16841 -2.65659
H -0.13805 2.20766 -3.48345
O 0.93206 -2.82187 -1.49340
C 0.82126 -3.31616 -0.38548
C -0.39172 -3.94799 0.10494
C -0.41269 -4.44210 1.34874
O -1.48025 -5.03225 1.87691
C 0.77913 -4.36536 2.26505
O 0.64453 -4.82548 3.38696
C 1.99830 -3.75812 1.76382
C 2.02217 -3.26496 0.51815
O 3.09469 -2.69782 -0.02016
H -1.24685 -3.99379 -0.55629
H -1.22691 -5.28918 2.78614
H 2.85032 -3.71613 2.41688
H 2.84130 -2.43904 -0.92820
O -4.47090 -3.72387 -0.69338
C -5.15576 -3.89738 0.29875
C -4.62112 -4.01992 1.64170
C -5.45529 -4.22687 2.66821
O -5.04845 -4.35103 3.92586
C -6.94410 -4.33961 2.47698
O -7.62388 -4.54469 3.46526
C -7.48188 -4.19528 1.13477
C -6.64670 -3.98617 0.10840
O -7.05312 -3.84352 -1.14614
H -3.55136 -3.94214 1.76406
H -5.85574 -4.49541 4.45787
H -8.55302 -4.26297 1.00915
H -6.24510 -3.70908 -1.67939
O 3.66795 -5.44563 3.48902
C 4.02335 -6.58828 3.71494
C 4.98465 -7.32352 2.91373
C 5.30528 -8.57950 3.25738
O 6.17766 -9.31783 2.58678
C 4.69026 -9.26606 4.45137
O 5.02744 -10.41382 4.67387
C 3.73578 -8.52202 5.24980
C 3.41930 -7.26588 4.91177
O 2.55602 -6.53328 5.60071
H 5.42189 -6.82352 2.06107
H 6.21517 -10.17873 3.04904
H 3.30099 -9.01066 6.10985
H 2.48702 -5.67348 5.13684
O -2.97831 -6.59478 9.74223
C -2.21438 -7.15906 8.98157
C -2.30221 -8.56891 8.63874
C -1.40338 -9.10110 7.80007
O -1.41165 -10.37569 7.43227
C -0.29319 -8.28202 7.19839
O 0.48882 -8.84468 6.45410
C -0.21647 -6.87033 7.52457
C -1.11716 -6.33612 8.35970
O -1.12107 -5.05641 8.70883
H -3.10216 -9.14733 9.07842
H -0.65233 -10.48782 6.82703
H 0.57701 -6.29554 7.07123
H -1.87412 -4.94476 9.32183
C 1.47959 5.72169 -0.34759
C 1.60932 4.42903 -1.17560
C 2.91020 4.35200 -1.96348
C 2.85512 5.00797 -3.36751
C 3.62515 6.33702 -3.45786
C 2.93740 7.49256 -4.18633
C 1.49384 7.81114 -3.76293
C 1.28019 9.32655 -3.63845
C 0.03981 9.72738 -2.84724
C -1.29972 9.29237 -3.43129
C -2.43658 9.57513 -2.42508
B -2.90550 8.32210 -1.58811
O -3.24591 7.12106 -2.13972
C -3.93456 7.12243 -3.40040
C -3.20960 6.33490 -4.50816
C -2.07545 5.45779 -3.99249
H 2.05501 6.53515 -0.78574
H 0.44287 6.02757 -0.23756
H 1.90402 5.55522 0.64159
H 1.51046 3.59179 -0.48664
H 0.76262 4.38217 -1.86021
H 3.18013 3.30499 -2.10130
H 3.71163 4.82469 -1.39567
H 1.82145 5.10433 -3.69670
H 3.32326 4.29953 -4.04874
H 3.90353 6.67230 -2.45965
H 4.55143 6.14683 -4.00024
H 2.95846 7.33064 -5.26340
H 3.53376 8.37888 -3.97164
H 1.26447 7.38087 -2.78576
H 0.78284 7.40881 -4.48289
H 1.29212 9.81303 -4.61538
H 2.14759 9.70423 -3.09452
H 0.16226 9.35107 -1.82836
H 0.01262 10.81592 -2.78030
H -1.46642 9.92208 -4.30839
H -1.29820 8.26832 -3.79006
H -3.31784 9.99998 -2.91342
H -2.08303 10.33380 -1.72854
H -2.96685 8.38855 -0.39044
H -4.15359 8.13623 -3.72305
H -4.89227 6.63957 -3.21464
H -2.85264 7.01584 -5.28006
H -3.92911 5.67053 -4.98516
H -1.64071 4.87688 -4.80286
H -2.45287 4.78949 -3.22185
H -1.27059 6.04145 -3.55518
```


ORCA calculation (ωB97M-V/def2-TZVPD) on 2 unconnected molecules or ions with the total composition C6H9N2O3 at a distorted geometry.

Its total charge is -1. The HOMO energy is -3.269 eV.

Geometry as XYZ:
```
20
C6H9N2O3 (ωB97M-V/def2-TZVPD)
C -3.17904 -1.22254 -0.26886
C -1.01413 1.69104 -0.05748
C 0.51557 -0.73608 -1.08876
C 1.46280 -0.84302 1.29386
C -0.07539 0.98407 0.59840
C 0.98620 0.02211 0.16765
N -2.76493 -2.26680 -0.57741
N 2.24384 0.79711 -0.28663
O -2.13231 1.92258 -0.49134
O 0.06608 2.49912 0.30179
O -3.52830 -0.09515 0.05362
H 0.45587 0.01005 -1.80056
H -0.44470 -1.28797 -0.88096
H 1.22944 -1.52327 -1.36665
H 1.81673 -0.36644 2.15507
H 2.36101 -1.58317 1.04089
H 0.52771 -1.42487 1.62820
H 1.82426 1.38462 -0.98816
H 2.48196 1.32041 0.62079
H -2.83267 0.71822 -0.05348
```


Number 1: LUMO level -0.0578 hartree, calculated total energy -3312.11828 a.u.. Number 2: LUMO level 0.1381 hartree, calculated total energy -569.18961 a.u..